Computed, not measured: C5H12O2 as an isolated structure in a non-equilibrium geometry, with ωB97M-V with the def2-TZVPD basis set.

```
19
Properties=species:S:1:pos:R:3:forces:R:3:mulliken_charge:R:1
C 2.3842 -0.9376 -0.0072 -0.07 -0.01 -0.07 -1.1031
C 1.6235 0.2791 0.4195 0.92 0.14 0.07 -0.4788
C 0.2130 0.3161 0.5513 -0.63 -1.02 0.13 0.7486
O -0.2666 1.3679 1.3060 -0.19 0.28 -0.04 -0.5895
C -0.6909 -0.2134 -0.4940 -0.28 -0.03 -0.29 -0.8159
C -2.1582 -0.3411 -0.2344 0.11 -0.22 -0.20 -0.5254
O -2.6895 0.9466 0.1166 -0.27 0.02 0.08 -0.5788
H 3.0462 -0.7204 -0.8541 -0.09 -0.02 0.09 0.3082
H 3.0223 -1.3204 0.8014 -0.10 0.08 -0.12 0.3138
H 1.7159 -1.7483 -0.3203 0.10 0.12 0.06 0.3205
H 1.1432 1.2265 -1.4107 -0.40 0.05 -0.30 0.0619
H 2.1595 1.0720 0.9352 -0.06 -0.09 -0.09 0.4642
H 0.0542 -0.7141 1.0417 0.04 0.13 0.47 0.0837
H -1.1516 1.5830 0.9570 0.17 0.00 0.16 0.4335
H -0.2554 -0.9476 -1.1663 -0.07 0.12 0.07 0.4685
H 0.4085 1.1062 -1.6601 0.53 0.21 -0.02 0.0020
H -2.4098 -1.0589 0.5662 0.12 0.11 -0.07 0.3143
H -2.6370 -0.7077 -1.1529 0.05 0.06 0.14 0.2671
H -3.5113 0.8121 0.6051 0.12 0.08 -0.10 0.3051
```
Positions in Å, forces in eV/Å.

Results
energy above the lowest of the compared OMol25 structures with the same formula, charge and spin	5.739	eV
E_HOMO (spin up / spin down)	-7.35 / -7.45	eV
multiplicity	1
E_tot	-347.99392	Eh
gap between HOMO and LUMO (spin up / spin down)	7.6 / 8.0	eV